# 1
This record from the Open Molecules 2025 dataset describes a structure of composition C22H26Cl2N4O7Zr. The level of theory is ωB97M-V/def2-TZVPD.

Each line ends with the natural charge from an NBO analysis.
Positions of all 62 atoms, in Å:
Zr1 0.647067 0.810507 1.049594  2.3722
C1 4.352250 -0.860205 4.429060  -0.4286
N1 4.030511 -0.437601 3.057379  -0.3157
C2 5.117612 0.186935 2.287817  -0.4229
C3 2.831005 -0.545595 2.569064  0.6720
O1 2.514594 -0.170046 1.393099  -0.7550
C4 1.688986 -1.098793 3.425414  -0.1631
O2 0.508347 -1.131807 2.623587  -0.5458
C5 0.203137 -2.385071 2.010641  -0.1575
C6 0.047160 -2.181529 0.511414  0.6922
O3 0.162099 -0.996157 0.072658  -0.7651
N2 -0.222707 -3.188366 -0.268459  -0.3172
C7 -0.447195 -3.001123 -1.711051  -0.4295
C8 -0.406372 -4.551038 0.250176  -0.4276
H1 5.431518 -0.945417 4.508863  0.2527
H2 3.920039 -1.832888 4.651665  0.2210
H3 4.004180 -0.118412 5.147415  0.2361
H4 5.908671 -0.545621 2.138860  0.2349
H5 5.505857 1.028991 2.858063  0.2391
H6 4.741506 0.530471 1.331827  0.2455
H7 1.501732 -0.428691 4.264765  0.2672
H8 1.918866 -2.088724 3.818661  0.2326
H9 -0.731086 -2.762272 2.432922  0.2502
H10 0.989006 -3.114415 2.211406  0.2289
H11 -0.411690 -1.946812 -1.965759  0.2533
H12 -1.426008 -3.404455 -1.965854  0.2356
H13 0.319875 -3.547009 -2.257806  0.2357
H14 0.331294 -4.785256 1.013623  0.2198
H15 -0.268767 -5.245554 -0.573173  0.2519
H16 -1.412662 -4.675003 0.649902  0.2340
O4 2.151651 2.439025 1.823260  -0.4201
N3 1.598689 2.539469 2.914422  0.4539
O5 0.620663 1.686776 3.004592  -0.6163
Cl1 -3.239078 2.962640 -3.234382  0.0683
C9 -3.123393 3.028190 -1.514346  -0.0466
C10 -3.523970 4.207831 -0.897431  -0.1718
C11 -3.479604 4.359297 0.474658  -0.1870
C12 -3.009838 3.320299 1.262853  -0.2495
C13 -2.598879 2.180200 0.614504  0.0588
Cl2 -1.976919 0.856690 1.661111  0.0340
C14 -2.634004 1.953358 -0.766308  0.0581
N4 -2.125850 0.729771 -1.240793  -0.6462
C15 -1.962146 0.378622 -2.624538  0.1310
C16 -2.982599 -0.315419 -3.265348  -0.2193
C17 -2.851917 -0.704669 -4.586379  -0.1897
C18 -1.694165 -0.380290 -5.281764  -0.1912
C19 -0.674396 0.300995 -4.639327  -0.1821
C20 -0.776114 0.670668 -3.299912  -0.0389
C21 0.444696 1.272046 -2.632287  -0.5181
C22 0.212217 2.423433 -1.676793  0.8210
O6 -0.112987 3.528482 -1.938896  -0.4694
O7 0.412060 2.064815 -0.339158  -0.8782
H17 -3.882930 5.010978 -1.525588  0.2542
H18 -3.804366 5.282260 0.932892  0.2487
H19 -2.958215 3.398182 2.339270  0.2494
H20 -2.538913 -0.039696 -0.731986  0.3914
H21 -3.903526 -0.510622 -2.727763  0.2240
H22 -3.659202 -1.229770 -5.078458  0.2369
H23 -1.586396 -0.653690 -6.322402  0.2383
H24 0.228604 0.545522 -5.185448  0.2260
H25 1.118580 1.640169 -3.405227  0.2706
H26 0.963417 0.485394 -2.078801  0.2127

Atoms 1-6, force components in eV/Å:
Zr -0.1 0.1 0.2
C 0.0 0.0 0.0
N 0.0 0.0 -0.1
C 0.0 0.0 0.0
C -0.2 -0.1 0.1
O 0.1 0.1 0.0

Gap between HOMO and LUMO (eV): 7.05
Charge: +2
Lowest unoccupied orbital energy (eV): -6.3
E_HOMO (hartree): -0.4920

=====

# 2
This record from the Open Molecules 2025 dataset describes the molecule C18H19N3O3S. The level of theory is ωB97M-V/def2-TZVPD.

Each line ends with the natural charge from an NBO analysis.
Positions of all 44 atoms, in Å:
C1 -3.433510 -1.393886 -1.695665  -0.4089
N1 -2.809996 -1.695256 -0.432513  -0.4043
C2 -3.702474 -1.920158 0.678487  -0.4147
C3 -1.480377 -1.468828 -0.210408  0.2041
C4 -0.591444 -1.120052 -1.243448  -0.2926
C5 0.734147 -0.851646 -0.990876  -0.1142
C6 1.242030 -0.888597 0.303254  -0.1422
C7 2.655377 -0.524302 0.608071  -0.1417
S1 3.823473 -1.707072 -0.205244  0.2026
C8 5.160233 -0.532590 0.160941  -0.5406
C9 4.557929 0.839689 -0.085514  -0.2228
N2 3.119594 0.773154 0.163996  -0.4425
C10 2.419529 1.893606 -0.139217  0.6522
O1 2.984319 2.882897 -0.569490  -0.6059
C11 0.936617 1.877929 0.049277  -0.0759
C12 0.148857 2.140470 -1.070460  -0.1847
C13 -1.222776 2.055045 -0.987144  -0.1898
C14 -1.807072 1.736442 0.235119  0.0693
N3 -3.201183 1.450849 0.288146  0.5067
O2 -3.675939 1.087129 1.354905  -0.3956
O3 -3.840198 1.511323 -0.753009  -0.3967
C15 -1.034941 1.605634 1.386416  -0.2030
C16 0.338131 1.686857 1.290570  -0.1361
C17 0.394135 -1.309441 1.321116  -0.1615
C18 -0.931936 -1.586027 1.079605  -0.2937
H1 -4.365572 -1.950783 -1.774952  0.2055
H2 -2.798527 -1.689682 -2.527005  0.1994
H3 -3.669778 -0.322726 -1.786716  0.2119
H4 -4.694836 -2.147685 0.297445  0.2102
H5 -3.367187 -2.766074 1.279576  0.1964
H6 -3.784642 -1.033819 1.323641  0.2152
H7 -0.935271 -1.042298 -2.260865  0.2148
H8 1.386255 -0.583710 -1.809151  0.2127
H9 2.843376 -0.626926 1.687521  0.2006
H10 5.459324 -0.668914 1.201179  0.2113
H11 6.002992 -0.740933 -0.491824  0.2413
H12 4.707180 1.162431 -1.121320  0.2208
H13 5.006988 1.596798 0.565108  0.2155
H14 0.628887 2.369128 -2.009110  0.2339
H15 -1.851276 2.200594 -1.852032  0.2481
H16 -1.522769 1.410088 2.328537  0.2492
H17 0.949460 1.566475 2.171742  0.2155
H18 0.771584 -1.395707 2.330103  0.2095
H19 -1.548713 -1.879430 1.911200  0.2208

Atoms 1-6, force components in eV/Å:
C 0.0 0.2 -0.3
N -0.2 -0.1 0.0
C 0.0 0.0 0.3
C 0.3 -0.1 0.1
C 0.0 -0.1 -0.1
C 0.0 -0.2 0.3

Gap between HOMO and LUMO (eV): 6.89
Lowest unoccupied orbital energy (eV): -0.8
E_HOMO (hartree): -0.2817
SMILES: CN(C)c1ccc([C@H]2SCCN2C(=O)c2ccc([N+](=O)[O-])cc2)cc1

=====

- What is the E_HOMO in the first record?
  -0.4920 hartree